(1)
Density functional theory data (wB97M-V/def2-TZVPD) for a cluster of 13 separate species, C4H35N3O13 in total.

ORCA input file:
```
! RIJCOSX wB97M-V def2-TZVPD def2/J DEFGRID3
* xyz 0 1
C -0.94628 -1.98831 -0.21907
C -0.96790 -0.56072 -0.82733
C -0.52599 -0.69267 -2.29770
N 0.92353 -0.67367 -2.45532
N -1.08170 -1.91271 1.25479
C -0.31613 -1.02964 1.95593
N 1.04749 -0.99378 1.64607
O -0.63866 -0.50759 3.01957
H -1.68956 -2.72087 -0.52863
H -0.01800 -2.48734 -0.51855
H -0.27782 0.13269 -0.36038
H -1.98770 -0.18190 -0.83627
H -1.04559 -1.48609 -2.83926
H -0.91940 0.12666 -2.91199
H 1.20084 0.13368 -2.98307
H 1.43430 -0.86872 -1.61116
H -2.02614 -1.84627 1.56972
H 1.55278 -1.79520 1.29145
H 1.62410 -0.52998 2.32877
H 3.19659 -3.36222 -0.19761
H 3.06114 -4.02866 1.23683
O 3.23893 -3.21812 0.76044
H 1.37097 4.52849 1.00393
H 1.41197 3.24774 0.24383
O 1.86210 4.10502 0.29633
H 2.32553 -3.91243 -2.50852
H 3.27602 -2.74527 -2.50662
O 2.71033 -3.26041 -1.91733
H -0.32918 1.51518 3.20226
H -0.49603 2.12090 1.85771
O -0.88141 2.17440 2.74987
H -1.69718 1.69110 0.04403
H -1.39714 3.06472 0.41686
O -0.97710 2.32888 -0.04909
H 3.07460 1.63462 0.51607
H 2.01967 0.54985 0.01591
O 2.14581 1.42018 0.39703
H 3.14843 -0.57175 -4.02437
H 3.28353 0.44950 -2.84898
O 3.69609 0.10009 -3.62908
H 0.63698 -4.34926 3.28421
H 1.29170 -3.10597 2.95276
O 0.96574 -3.56317 3.74198
H 1.03259 4.11511 -2.07120
H -0.27275 3.38996 -1.82365
O 0.21693 3.85632 -2.51001
H -4.07248 -1.02721 -0.53282
H -4.34645 -0.12587 0.66869
O -3.88070 -0.92852 0.40335
H -2.68828 1.22889 2.49590
H -3.30032 2.57506 2.63263
O -3.30905 1.81466 2.04162
H -3.89075 2.61422 0.42353
H -4.24749 2.90808 -0.98458
O -3.52152 2.64834 -0.45944
*
```

Results
Highest occupied orbital energy   -9.440 eV
HOMO-LUMO gap   9.417 eV
Molecular weight   333.33 g/mol
E_LUMO   -0.023 eV
ΔE to the lowest compared entry with this formula, charge and spin   1.871 eV
Electronic energy   -35804.5384 eV


(2)
Density functional theory data (wB97M-V/def2-TZVPD) for a cluster of 15 separate species, C4H35NO16 in total.

ORCA input file:
```
! RIJCOSX wB97M-V def2-TZVPD def2/J DEFGRID3
* xyz 0 1
O -1.27519 4.37856 -0.80208
C -1.96391 3.43914 -0.48626
C -1.46528 2.02078 -0.48597
C -2.47460 1.06626 0.19442
C -1.69607 -0.11742 0.68498
N -0.90397 -0.75841 -0.18285
O -1.66536 -0.38849 1.89686
H -3.02383 3.67592 -0.27864
H -1.20172 1.69409 -1.48944
H -0.60252 2.07060 0.19030
H -3.05870 1.61672 0.92689
H -3.28710 0.74484 -0.47170
H -1.14337 -0.98099 -1.13027
H -0.19494 -1.33926 0.21526
H -4.68009 -2.05504 -0.05249
H -3.76954 -3.18624 -0.07465
O -3.73340 -2.22346 0.07817
H -2.74720 2.21293 3.86451
H -2.73255 1.21480 2.76144
O -3.35558 1.70228 3.32600
H -1.75301 -1.82112 4.12031
H -1.28421 -0.76519 5.00937
O -0.92388 -1.51586 4.50756
H 5.26892 -2.03128 0.08820
H 5.16783 -2.00937 -1.36717
O 5.15832 -1.39617 -0.62481
H 0.45350 -2.72016 2.69310
H -0.53406 -1.76589 2.06851
O -0.05339 -2.60432 1.88344
H 3.39857 1.20407 -1.99799
H 4.34799 0.28584 -1.07349
O 3.46906 0.37671 -1.47075
H 1.32969 -3.05680 -4.05602
H 0.14640 -2.24285 -3.91244
O 0.37999 -3.14840 -4.17796
H 2.90991 -1.52684 2.45201
H 2.39732 -0.78988 1.21487
O 2.37689 -0.77893 2.17140
H 2.50973 -0.59867 -3.06011
H 1.45123 -0.64092 -2.05970
O 1.64806 -1.00685 -2.92220
H 0.45968 4.39696 -0.95973
H 1.36328 3.50114 -0.21239
O 1.39628 4.12046 -0.95393
H 0.14614 1.97544 2.01489
H 1.57829 1.72815 2.12782
O 0.95064 2.10259 1.48305
H 0.64932 -4.24204 1.18760
H 1.29989 -5.38328 0.39092
O 1.48660 -4.52980 0.79897
H 3.57379 3.13273 -1.40051
H 2.37142 3.11586 -2.30376
O 3.33506 2.97514 -2.32921
H -2.70476 -1.83441 -3.18173
H -3.47983 -1.80537 -1.86292
O -3.20819 -1.24165 -2.60455
*
```

Results
Highest occupied orbital energy   -10.353 eV
HOMO-LUMO gap   10.272 eV
Molecular weight   353.31 g/mol
E_LUMO   -0.081 eV
ΔE to the lowest compared entry with this formula, charge and spin   3.297 eV
Electronic energy   -38966.7656 eV


(3)
Density functional theory data (wB97M-V/def2-TZVPD) for a cluster of 13 separate species, C4H36N2O14 in total.

ORCA input file:
```
! RIJCOSX wB97M-V def2-TZVPD def2/J DEFGRID3
* xyz 3 2
O 0.62534 -0.01827 -1.96313
C 0.66074 0.82696 -1.16364
O 1.72193 1.76321 -0.91084
C -0.58813 1.38278 -0.57227
C -1.42634 0.18856 -0.17149
C -1.38101 -1.13240 -0.93578
N -0.32402 -2.10143 -0.65596
N -0.43128 2.34167 0.62732
H 2.59073 1.62818 -1.27704
H -1.10465 1.90940 -1.41674
H -2.59729 0.53352 -0.19200
H -1.20175 -0.16914 0.87433
H -1.34606 -0.52362 -1.89158
H -2.30169 -1.86270 -1.06346
H 0.45219 -1.67672 -0.21291
H -0.42526 -2.95678 -0.05449
H -0.14802 -2.57097 -1.66940
H -0.82940 2.12167 1.52126
H 0.59854 2.63049 0.79978
H -0.94060 3.29156 0.39299
H 4.61734 -0.26243 -0.23818
H 4.21358 -1.68648 -0.64280
O 4.16677 -0.94571 0.00380
H -1.29658 3.64007 3.62770
H -2.57162 2.76678 3.64926
O -1.60863 2.77077 3.92721
H -0.42955 1.37005 4.41987
H 0.76790 0.23756 4.50094
O -0.01368 0.57227 3.98612
H 1.25976 -4.19204 0.18290
H 1.04543 -3.82615 1.73124
O 0.64119 -4.00468 0.83263
H 1.94733 2.50737 3.02801
H 2.24498 3.70700 2.15745
O 1.46986 3.03723 2.34195
H 3.22851 -4.24227 -1.10859
H 2.31557 -4.12173 -2.46553
O 2.56600 -3.68931 -1.61436
H -0.96974 -3.52108 -3.80898
H -0.50874 -2.15158 -4.47371
O -0.53082 -2.56236 -3.67418
H -3.09711 2.77058 -2.71978
H -1.87307 3.47860 -3.42025
O -2.10198 2.88365 -2.68770
H -3.39618 2.45068 1.04192
H -3.39021 1.09690 1.70055
O -2.72177 1.68100 1.32072
H 3.60216 0.53826 -3.77942
H 2.82694 0.22119 -2.34402
O 2.76912 0.16391 -3.36862
H 2.69016 -1.22907 0.90588
H 1.33945 -0.96842 1.87330
O 1.80188 -1.43437 1.17186
H -4.60351 -1.32882 0.81448
H -3.76135 -0.91410 1.80930
O -4.24336 -0.41922 1.25406
*
```

Results
Highest occupied orbital energy (spin up / spin down)   -19.026 / -19.024 eV
⟨S²⟩   0.753
HOMO-LUMO gap (spin up / spin down)   10.019 / 3.836 eV
Molecular weight   336.33 g/mol
E_LUMO (spin up / spin down)   -9.007 / -15.187 eV
Electronic energy   -36343.9522 eV


(4)
Density functional theory data (wB97M-V/def2-TZVPD) for a cluster of 14 separate species, C4H36NO16 in total.

ORCA input file:
```
! RIJCOSX wB97M-V def2-TZVPD def2/J DEFGRID3
* xyz 0 2
O 0.46926 0.72391 -2.85185
C -0.06864 1.07799 -1.72809
C -0.13412 -0.18413 -0.80103
C 1.13910 -0.54802 -0.05024
C 1.24963 -1.85916 0.75230
O 1.34955 -1.46154 2.12142
N -0.50665 -1.41192 -1.69373
H 0.19688 2.03241 -1.22166
H -1.03356 -0.07415 -0.21656
H 1.43976 0.23097 0.68051
H 2.09465 -0.35456 -0.55534
H 0.47752 -2.60265 0.52760
H 2.23390 -2.31229 0.59854
H -1.48568 -1.89462 -1.34652
H 0.21373 -2.12908 -1.64341
H -2.90124 -2.55667 -1.50548
H -2.63402 -2.32185 0.08860
O -2.27087 -2.82096 -0.82149
H -2.36684 0.07726 -2.81159
H -1.60235 1.85113 -2.88206
O -1.51932 1.47992 -1.99143
H -1.68407 1.68703 1.04764
H -0.49096 1.25638 1.97757
O -0.79159 1.92459 1.34935
H -2.22257 -1.20430 2.06442
H -4.01346 -1.82394 1.50861
O -3.11595 -1.69296 1.19828
H 0.86578 2.73193 1.22409
H 1.94145 3.56224 2.03132
O 1.74414 3.13765 1.19438
H 2.80489 -0.43706 2.61711
H 3.54597 0.89709 2.76779
O 3.60512 0.04169 2.33089
H 0.42766 -1.43352 2.48286
H -2.08586 -1.50272 3.56749
O -1.65558 -0.89802 2.94999
H 3.50729 0.56027 -2.58103
H 2.02510 0.23176 -2.99128
O 2.95233 -0.06038 -3.06799
H -3.59644 -0.71813 -2.71172
H -0.58749 -1.11682 -2.65849
O -2.69686 -0.80549 -3.06195
H 3.99478 0.87111 0.41277
H 2.97023 2.07734 0.29369
O 3.68253 1.58723 -0.15030
H -3.22920 2.94265 0.10669
H -1.83081 3.37189 -0.39897
O -2.71537 3.69631 -0.22747
H 1.09055 0.23997 3.12971
H 0.24011 0.06699 4.27424
O 1.10125 0.46367 4.08167
H -3.26372 0.13811 0.43115
H -2.69241 1.05383 -0.84767
O -3.11365 1.02106 0.04536
H 2.77443 -1.72833 -2.93927
H 3.46515 -2.57169 -1.75982
O 2.70654 -2.50943 -2.33959
*
```

Results
Highest occupied orbital energy (spin up / spin down)   -10.393 / -10.393 eV
⟨S²⟩   0.755
HOMO-LUMO gap (spin up / spin down)   10.174 / 5.686 eV
Molecular weight   354.32 g/mol
E_LUMO (spin up / spin down)   -0.219 / -4.707 eV
ΔE to the lowest compared entry with this formula, charge and spin   2.836 eV
Electronic energy   -38979.5270 eV